Molecular formula: C5H8P2
Method: DFT, ωB97M-V/def2-TZVPD

Structure (XYZ):
```
15
Properties=species:S:1:pos:R:3:mulliken_charge:R:1
P 0.43815 1.19420 -1.66957 -0.084
P 0.44758 1.40519 1.11450 -0.101
C 1.34551 -1.10548 0.89000 -0.307
C 0.48488 -1.02830 -0.11583 -0.597
C -0.29699 0.32603 -0.18832 0.636
C -1.75681 0.26547 -0.00961 -1.379
C 1.47665 0.11297 1.65171 -0.343
H -2.13367 1.29004 -0.13619 0.404
H 1.96867 0.12899 2.64899 0.335
H -2.30459 -0.48925 -0.56818 0.348
H -0.75194 1.41955 -2.32298 0.025
H 0.44735 -1.59756 -1.11562 0.295
H -1.85921 -0.01462 1.05911 0.386
H 0.64191 0.08085 -2.50253 0.009
H 1.85253 -1.98810 1.26450 0.373
```

The HOMO energy is -8.14 eV. The frontier orbital gap is 7.95 eV. The calculation puts the LUMO energy at -0.007 Ha. As for the strongest force on any atom: 3.58 eV/Å.

---

Molecular formula: C5H8P2
Method: DFT, ωB97M-V/def2-TZVPD

Structure (XYZ):
```
15
Properties=species:S:1:pos:R:3:mulliken_charge:R:1
P -0.99948 0.29170 1.68209 0.012
P -0.66804 -0.81559 3.34577 -0.156
C -0.38189 0.63422 -1.18828 -0.486
C 0.44809 0.11830 -2.08215 -0.476
C 1.43625 -0.80234 -1.39224 -0.411
C 0.88814 -0.75807 0.00022 -0.629
C -0.16769 0.10103 0.10600 0.394
H -2.30462 0.55582 1.24475 0.060
H 0.65477 0.34171 -3.17893 0.325
H 2.40387 -0.32569 -1.70826 0.266
H -1.07057 1.61702 2.12212 0.073
H -1.18906 1.31507 -1.53501 0.341
H 1.41631 -1.88232 -1.72735 0.262
H 1.29319 -1.30123 0.77677 0.469
H -0.29952 -2.05509 2.81760 -0.044
```

The HOMO energy is -7.45 eV. The frontier orbital gap is 7.91 eV. The structure (SMILES) is P=[PH2]C1=CCC=C1. The calculation puts the LUMO energy at 0.017 Ha. As for the strongest force on any atom: 3.88 eV/Å.

---

Molecular formula: C5H8S
Method: DFT, ωB97M-V/def2-TZVPD

Structure (XYZ):
```
14
Properties=species:S:1:pos:R:3:mulliken_charge:R:1
S 3.17359 -1.50697 -1.13212 -0.630
C 0.25945 -0.27626 -0.88452 0.067
C 0.29838 2.17489 0.23100 -1.177
C -0.23624 0.85122 -0.18713 0.433
C -1.98227 -1.06035 0.70312 -0.845
C -0.86454 -0.31797 0.02626 0.244
H 0.09847 2.37711 1.16905 0.401
H -0.00370 2.91713 -0.55035 0.297
H 1.27223 -0.94796 -1.15476 -0.111
H -2.17293 -1.80330 -0.04119 0.306
H -2.84231 -0.33984 0.66600 0.285
H 1.36331 2.21932 0.18600 0.357
H 3.15948 -2.74584 -0.58079 0.047
H -1.52293 -1.54117 1.54943 0.326
```

The HOMO energy is -6.99 eV. The frontier orbital gap is 6.80 eV. The calculation puts the LUMO energy at -0.007 Ha. As for the strongest force on any atom: 5.43 eV/Å.

---

Molecular formula: C5H8S
Method: DFT, ωB97M-V/def2-TZVPD

Structure (XYZ):
```
14
Properties=species:S:1:pos:R:3:mulliken_charge:R:1
S -2.25489 -0.34168 -0.10582 -0.253
C 0.27030 1.80638 -0.23115 -0.890
C 2.40697 -0.85860 -0.55644 -0.966
C -0.72819 -0.46659 0.28941 -0.407
C 0.40122 0.50235 0.16925 0.766
C 1.71038 -0.09910 0.63759 -0.815
H 1.76639 -1.70542 -0.76641 0.298
H -0.66336 2.25726 -0.42737 0.358
H 2.33671 0.73100 1.06890 0.360
H 2.41072 -0.19777 -1.37565 0.348
H -0.40467 -1.45226 0.37325 0.288
H 1.61077 -0.68341 1.55437 0.344
H 1.18555 2.40592 -0.20890 0.263
H 3.47199 -1.19498 -0.37707 0.305
```

The HOMO energy is -8.67 eV. The frontier orbital gap is 7.95 eV. The structure (SMILES) is C=C(C=S)CC. The calculation puts the LUMO energy at -0.027 Ha. As for the strongest force on any atom: 3.15 eV/Å.

---

Molecular formula: C5H8S2
Method: DFT, ωB97M-V/def2-TZVPD

Structure (XYZ):
```
15
Properties=species:S:1:pos:R:3:mulliken_charge:R:1
S -1.77543 -0.96111 -0.26612 -0.207
S 1.84345 -0.52111 -0.00358 -0.112
C 0.11457 1.24510 -0.21522 -0.015
C -1.15967 1.67548 0.27208 -0.561
C 0.92538 0.49925 -1.20935 -0.753
C 0.54105 -0.38668 1.32135 -0.732
C -0.69081 0.22197 0.57811 0.162
H 0.52831 -0.12150 -1.99760 0.344
H -0.77294 -1.50830 -1.06465 0.122
H 1.75304 1.12658 -1.72823 0.304
H 0.34132 -1.43604 1.43837 0.399
H -1.99643 1.60420 -0.46050 0.268
H 0.83342 1.81397 0.32511 0.239
H 0.91957 0.14729 2.28730 0.313
H -1.07778 2.55855 1.03371 0.230
```

The HOMO energy is -8.54 eV. The frontier orbital gap is 9.27 eV. The structure (SMILES) is S[C@@]12CSC[C@H]1C2. The calculation puts the LUMO energy at 0.027 Ha. As for the strongest force on any atom: 3.24 eV/Å.

---

Molecular formula: C5H8S3
Method: DFT, ωB97M-V/def2-TZVPD

Structure (XYZ):
```
16
Properties=species:S:1:pos:R:3:mulliken_charge:R:1
S -0.93486 -0.77610 1.71837 -0.222
S 1.50674 2.15510 2.59466 -0.180
S -0.33077 -2.65240 -1.62985 -0.253
C -0.69688 -0.70228 0.04976 0.735
C 0.33499 -0.15328 -0.54814 -0.209
C -1.43222 -1.51694 -0.91820 -0.723
C 0.63888 2.10049 0.84696 -0.650
C 0.97961 1.04896 -0.28008 -0.385
H 1.69850 0.78759 2.81421 0.143
H -0.69620 2.43811 1.00881 0.288
H 1.75721 1.37479 -1.20170 0.201
H 0.79553 -0.51293 -1.53074 0.145
H 1.02727 3.17109 0.30735 0.278
H -1.54395 -0.93163 -1.87456 0.258
H -0.71294 -3.84358 -0.74542 0.155
H -2.39093 -1.98700 -0.61143 0.417
```

The HOMO energy is -8.72 eV. The frontier orbital gap is 7.51 eV. The calculation puts the LUMO energy at -0.045 Ha. As for the strongest force on any atom: 10.25 eV/Å.

---

Molecular formula: C5H9BN
Method: DFT, ωB97M-V/def2-TZVPD

Structure (XYZ):
```
16
Properties=species:S:1:pos:R:3:mulliken_charge:R:1
N -1.80772 -0.01733 0.58341 0.019
C 3.54219 -0.01279 -0.07618 -0.630
C 0.76615 0.79601 0.25363 -0.389
C -0.33508 0.19111 0.53005 0.478
C -0.84318 -1.10319 0.04455 -0.249
C -2.59999 0.77659 -0.33706 -0.927
B 2.11736 0.45198 0.10893 -0.099
H 4.37198 0.72167 -0.19497 0.305
H 3.67038 -0.55969 -1.04499 0.296
H -2.15570 -0.06958 1.49127 0.308
H -1.03678 -1.31433 -0.97857 0.226
H 3.72978 -0.61395 0.89060 0.265
H -0.96328 -1.93853 0.68546 0.288
H -3.53457 0.31359 -0.40912 0.451
H -2.64188 1.89188 -0.26928 0.306
H -2.27964 0.48655 -1.27774 0.352
```

The HOMO energy is -12.74 eV. As for the net charge: +1. The frontier orbital gap is 8.05 eV. The structure (SMILES) is CB=C=C1C[N@@H+]1C. The calculation puts the LUMO energy at -0.172 Ha. As for the strongest force on any atom: 3.94 eV/Å.

---

Molecular formula: C5H9Br2N2
Method: DFT, ωB97M-V/def2-TZVPD

Structure (XYZ):
```
18
Properties=species:S:1:pos:R:3:mulliken_charge:R:1
Br 0.76234 3.13472 -0.15275 0.034
Br 4.39287 -1.20058 -0.27071 0.011
N 0.24628 1.35040 0.68788 -0.313
N -0.77172 -0.51618 -1.05718 -0.176
C -1.17282 0.89150 0.95328 -0.607
C 0.32905 -0.80303 1.01294 -0.942
C 0.98656 0.27320 0.29913 0.494
C 0.69609 -0.07872 -1.20562 -0.708
C -1.10331 -0.58312 0.41629 -0.197
H 1.27111 -0.86601 -1.52887 0.386
H -1.38503 0.96215 1.99001 0.357
H 0.47055 -0.78788 2.00905 0.401
H -1.50660 0.19857 -1.49039 0.393
H -1.93813 -1.20210 0.58440 0.516
H 0.66730 -1.75134 0.74927 0.346
H -1.02725 -1.40621 -1.59592 0.409
H -1.93756 1.59702 0.40396 0.267
H 1.02026 0.78761 -1.80477 0.328
```

The HOMO energy (spin up / spin down) is -13.43 / -12.53 eV. As for the net charge: +1. The frontier orbital gap (spin up / spin down) is 8.66 / 6.23 eV. The calculation puts the LUMO energy (spin up / spin down) at -0.175 / -0.231 Ha. As for the strongest force on any atom: 4.22 eV/Å.